C40H39MoN6O7P2S2 as an isolated structure. Source: the OMol25 dataset; level of theory: wB97M-V/def2-TZVPD.

Calculated values
Multiplicity: 2
Frontier orbital gap (spin up / spin down): 6.22 / 5.96 eV
<S²>: 0.762
E_HOMO (spin up / spin down): -6.9 / -6.7 eV
Energy above the lowest of the compared OMol25 structures with the same formula, charge and spin: 25.5 kcal per mole
Electronic energy: -3950.3009 hartree
LUMO level (spin up / spin down): -0.684 / -0.733 eV
Molecular weight: 937.81 g/mol

```
97
Properties=species:S:1:pos:R:3:forces:R:3
Mo 0.477 -0.027 -0.005 -0.66 -1.64 -0.87
O 0.044 -1.627 3.754 0.11 0.42 -0.02
C 0.344 -0.994 2.741 -0.33 -0.73 0.02
N 0.050 -1.318 1.468 -0.41 -0.77 0.88
C -0.736 -2.514 1.322 -0.52 -0.26 0.35
C -0.378 -3.244 0.066 -0.09 -0.14 0.10
C -1.044 -4.411 -0.304 0.23 0.02 -0.06
C -0.704 -5.024 -1.494 0.04 0.21 0.09
C 0.287 -4.451 -2.280 0.12 0.03 0.03
C 0.890 -3.290 -1.834 0.07 -0.11 -0.25
N 0.571 -2.703 -0.689 -0.23 0.41 0.24
C 1.187 0.221 2.800 0.53 0.49 0.07
C 1.605 0.755 4.013 -0.11 -0.08 -0.15
C 2.479 1.824 4.010 -0.03 -0.04 -0.51
C 2.907 2.322 2.777 -0.08 -0.04 0.37
C 2.425 1.755 1.618 0.11 0.06 -0.31
N 1.575 0.720 1.606 0.51 0.58 1.68
H -1.804 -2.242 1.291 0.14 -0.11 -0.07
H -0.600 -3.150 2.211 -0.04 0.03 -0.30
H -1.815 -4.815 0.335 -0.09 -0.01 0.07
H -1.205 -5.923 -1.818 -0.06 -0.08 0.00
H 0.587 -4.897 -3.215 0.02 0.00 -0.12
H 1.651 -2.790 -2.420 0.10 0.00 -0.09
H 1.220 0.302 4.915 0.04 -0.05 0.04
H 2.830 2.257 4.932 0.04 0.08 0.13
H 3.597 3.150 2.721 0.04 0.06 -0.04
H 2.719 2.135 0.644 0.00 -0.04 0.08
N 2.331 1.130 -2.279 0.11 0.05 0.11
P 0.794 1.800 -1.611 0.48 -0.23 -1.55
C 1.407 3.530 -1.793 -0.10 0.00 0.22
C 1.419 4.459 -0.760 0.02 -0.05 0.00
C 1.856 5.755 -0.987 0.11 0.11 0.09
C 2.341 6.126 -2.230 -0.03 0.02 -0.01
C 2.351 5.201 -3.260 0.05 0.04 -0.08
C 1.863 3.925 -3.049 0.06 -0.04 0.11
C -0.121 1.614 -3.177 -0.05 0.10 -0.04
C -1.115 2.502 -3.565 0.15 -0.18 0.00
C -1.849 2.254 -4.713 -0.08 0.11 -0.10
C -1.595 1.131 -5.481 -0.09 -0.01 -0.02
C -0.611 0.238 -5.090 0.04 0.00 -0.11
C 0.123 0.479 -3.947 0.03 0.15 -0.02
C 3.012 0.142 -1.674 -0.27 0.22 -0.02
C 4.342 -0.134 -2.039 0.40 -0.46 0.03
C 5.063 -1.078 -1.350 -0.56 0.39 -0.11
C 4.437 -1.722 -0.281 -0.12 -0.17 0.15
C 3.126 -1.434 0.005 0.23 -0.27 0.20
N 2.381 -0.546 -0.689 1.68 0.60 -0.56
H 2.815 1.580 -3.046 -0.05 -0.09 0.15
H 1.073 4.179 0.226 -0.10 0.01 0.04
H 1.815 6.488 -0.194 0.03 0.01 0.12
H 2.702 7.130 -2.402 -0.01 0.06 0.03
H 2.731 5.475 -4.234 -0.03 0.04 -0.07
H 1.822 3.232 -3.878 -0.03 -0.02 -0.11
H -1.317 3.368 -2.956 -0.08 0.12 0.01
H -2.631 2.939 -5.009 -0.06 0.09 -0.02
H -2.172 0.946 -6.376 -0.05 -0.02 -0.04
H -0.430 -0.659 -5.661 0.02 -0.09 -0.10
H 0.870 -0.239 -3.631 -0.05 0.01 0.00
H 4.780 0.417 -2.855 0.04 0.10 -0.10
H 6.083 -1.300 -1.614 0.14 0.00 -0.04
H 4.969 -2.442 0.314 0.00 -0.16 0.13
H 2.616 -1.931 0.821 0.01 0.04 -0.10
C -5.821 -0.320 -3.435 0.20 -0.13 0.28
C -5.419 -0.853 -2.072 -0.37 0.09 -0.05
O -4.002 -0.909 -1.975 -0.03 0.09 0.04
P -3.170 0.025 -0.969 0.16 -0.84 -0.20
S -1.360 -0.721 -1.551 -0.81 0.28 0.18
S -3.801 -0.084 0.888 0.04 0.04 -0.36
O -3.360 1.491 -1.620 0.03 -0.30 0.07
C -3.880 2.614 -0.922 -0.44 0.35 0.29
C -5.161 3.116 -1.564 0.34 -0.24 0.03
H -6.892 -0.443 -3.571 -0.18 0.03 -0.09
H -5.293 -0.876 -4.203 0.00 -0.07 -0.18
H -5.559 0.730 -3.531 0.02 0.12 -0.03
H -5.784 -1.877 -1.936 0.03 0.16 0.04
H -5.838 -0.230 -1.274 0.04 -0.12 0.03
H -3.131 3.406 -0.956 0.03 -0.11 -0.04
H -4.058 2.327 0.124 0.04 0.15 -0.19
H -4.959 3.469 -2.573 -0.06 0.05 -0.13
H -5.551 3.939 -0.970 -0.09 0.13 0.02
H -5.907 2.328 -1.612 -0.14 -0.09 0.04
O -0.845 2.731 -0.722 -0.68 0.56 1.03
C -1.153 2.327 0.437 0.53 0.44 -1.23
O -0.943 1.144 0.820 0.27 0.66 0.73
C -1.690 3.267 1.445 -0.40 0.10 0.69
C -1.989 2.781 2.726 0.10 0.11 -0.43
C -2.427 3.644 3.713 -0.02 -0.04 0.00
C -2.582 4.991 3.448 0.04 0.33 -0.30
C -2.302 5.471 2.167 0.15 -1.65 0.50
C -1.859 4.618 1.165 0.05 0.11 -0.01
N -2.466 6.863 1.881 -0.13 1.45 -0.41
O -2.233 7.241 0.741 -0.09 -0.11 0.44
O -2.825 7.598 2.788 0.11 -0.26 -0.28
H -1.877 1.724 2.923 0.00 -0.06 -0.03
H -2.655 3.260 4.696 -0.02 0.01 0.08
H -2.911 5.678 4.211 -0.04 0.06 0.01
H -1.640 5.017 0.186 0.04 -0.05 -0.07
```
Forces are in eV/Å.

Atom charges from the Mulliken analysis, given in e for atoms 1 to 6:
1 Mo -2.418
2 O -0.813
3 C 0.017
4 N 0.846
5 C -1.255
6 C 0.504

---

One molecule with the formula C7H11NO3S. Source: the OMol25 dataset; level of theory: wB97M-V/def2-TZVPD.

Calculated values
Multiplicity: 1
Frontier orbital gap: 9.69 eV
E_HOMO: -9.2 eV
Energy above the lowest of the compared OMol25 structures with the same formula, charge and spin: 62.5 kcal per mole
Electronic energy: -951.9336 hartree
LUMO level: 0.511 eV
Molecular weight: 189.24 g/mol

```
23
Properties=species:S:1:pos:R:3:forces:R:3
C -1.220 -2.059 0.498 0.19 -0.24 0.28
C -1.961 -1.517 -0.633 0.01 0.08 -0.21
C 0.038 -1.785 0.837 0.04 -0.01 0.00
C -2.015 -0.239 -0.979 0.18 0.30 0.50
C 0.964 -0.858 0.125 -0.02 0.03 0.26
C 1.270 0.367 0.986 0.38 -0.19 0.09
C 2.297 1.447 -1.020 -0.09 -0.10 -0.28
N 1.984 1.339 0.384 0.25 0.51 0.09
O -2.620 1.268 1.005 0.08 0.43 -0.72
O 0.943 0.456 2.153 -0.05 -0.22 0.33
O -1.241 2.210 -0.863 -0.01 0.84 -0.37
S -1.276 1.081 0.042 -1.33 -1.16 0.06
H -1.754 -2.814 1.062 0.03 -0.06 0.13
H -2.529 -2.250 -1.197 -0.03 0.08 -0.15
H 0.464 -2.279 1.700 -0.05 -0.06 0.09
H -2.567 0.131 -1.826 -0.12 0.17 -0.18
H 1.912 -1.371 -0.065 0.01 0.03 -0.11
H 0.539 -0.532 -0.825 0.21 -0.14 -0.12
H 3.085 2.188 -1.147 -0.02 -0.06 -0.01
H 2.661 0.494 -1.402 0.04 0.07 -0.06
H 1.426 1.761 -1.604 0.05 -0.01 -0.06
H 2.107 2.173 0.940 -0.06 -0.16 0.07
H -2.506 0.790 1.829 0.33 -0.16 0.36
```
Forces are in eV/Å.

Atom charges from the natural (NBO) analysis, given in e for atoms 1 to 6:
1 C -0.263
2 C -0.197
3 C -0.112
4 C -0.436
5 C -0.581
6 C 0.692

---

A 2-piece molecular cluster, C3H8ClS overall. Source: the OMol25 dataset; level of theory: wB97M-V/def2-TZVPD.

Calculated values
Multiplicity: 1
Frontier orbital gap: 7.19 eV
E_HOMO: -3.6 eV
Electronic energy: -977.5331 hartree
LUMO level: 3.569 eV
Charge: -1
Molecular weight: 111.62 g/mol

```
13
Properties=species:S:1:pos:R:3:forces:R:3
S -0.219 0.156 1.635 0.09 0.05 -0.17
C 0.861 -1.183 1.100 0.61 -0.67 0.48
C 0.049 1.291 -0.920 0.16 0.12 0.13
C -0.933 0.626 0.037 -0.87 0.80 0.25
H 1.291 -1.641 2.007 -0.04 0.33 -0.14
H 1.687 -0.829 0.460 -0.35 -0.07 0.26
H 0.295 -1.954 0.550 0.36 0.52 0.40
H 0.873 0.605 -1.179 -0.42 0.23 0.02
H -0.470 1.584 -1.848 0.21 -0.17 0.24
H 0.477 2.196 -0.456 -0.06 -0.21 -0.18
H -1.386 -0.275 -0.419 0.27 0.89 0.42
H -1.755 1.323 0.293 0.36 -0.06 0.02
Cl -0.770 -1.898 -1.261 -0.32 -1.77 -1.73
```
Forces are in eV/Å.

Atom charges from the natural (NBO) analysis, given in e for atoms 1 to 6:
1 S 0.117
2 C -0.778
3 C -0.620
4 C -0.570
5 H 0.193
6 H 0.195

---

A 2-piece molecular cluster, CH2N2O4 overall. Source: the OMol25 dataset; level of theory: wB97M-V/def2-TZVPD.

Calculated values
Multiplicity: 3
Frontier orbital gap (spin up / spin down): 7.31 / 7.96 eV
<S²>: 2.008
E_HOMO (spin up / spin down): -6.8 / -10.1 eV
Energy above the lowest of the compared OMol25 structures with the same formula, charge and spin: 12.4 kcal per mole
Electronic energy: -449.5479 hartree
LUMO level (spin up / spin down): 0.544 / -2.183 eV
Molecular weight: 106.04 g/mol

```
9
Properties=species:S:1:pos:R:3:forces:R:3
C -0.698 -0.645 1.935 -0.56 -0.22 -0.35
N 0.487 0.653 -0.464 2.91 -1.70 6.50
N -0.108 1.185 -1.419 -1.03 3.40 -2.56
O -1.038 -1.734 1.868 -0.26 -1.70 0.15
O -0.434 0.467 1.950 0.62 1.78 0.77
O -0.479 0.446 -2.321 -1.42 -1.25 -2.58
O 0.868 -0.716 -0.487 -0.36 1.22 -0.63
H 1.002 1.103 0.252 0.16 1.06 0.00
H 0.399 -0.761 -1.315 -0.07 -2.59 -1.30
```
Forces are in eV/Å.

Atom charges from the natural (NBO) analysis, given in e for atoms 1 to 6:
1 C 1.033
2 N -0.189
3 N 0.118
4 O -0.501
5 O -0.534
6 O -0.270

---

C10H20Br2ClNiO4S2 as an isolated structure. Source: the OMol25 dataset; level of theory: wB97M-V/def2-TZVPD.

Calculated values
Multiplicity: 3
Frontier orbital gap (spin up / spin down): 7.25 / 6.27 eV
<S²>: 2.004
E_HOMO (spin up / spin down): -12.3 / -12.3 eV
Energy above the lowest of the compared OMol25 structures with the same formula, charge and spin: 10.7 kcal per mole
Electronic energy: -8606.6154 hartree
LUMO level (spin up / spin down): -5.034 / -6.012 eV
Charge: +1
Molecular weight: 522.35 g/mol

```
40
Properties=species:S:1:pos:R:3:forces:R:3
Ni -0.958 1.820 -0.446 0.84 -3.13 1.13
Cl 0.918 0.496 -0.830 -1.19 1.34 0.12
C -3.531 -2.218 -2.424 -0.53 -1.44 -0.19
C -2.420 -3.196 -2.037 0.70 0.27 0.53
C -1.568 -2.446 -0.972 -0.20 -0.84 0.50
S -2.686 -1.258 -0.161 -0.11 -0.71 -0.69
O -2.216 0.077 -0.587 -0.33 0.91 -0.08
O -2.844 -1.549 1.239 0.17 0.47 -0.22
C -4.194 -1.787 -1.124 1.57 0.98 0.16
H -4.317 -2.710 -3.000 0.23 0.04 -0.31
H -3.084 -1.425 -3.021 -0.35 0.37 0.17
H -1.786 -3.550 -2.848 -0.06 0.40 -0.22
H -2.789 -4.118 -1.585 -0.37 0.17 0.08
H -0.650 -1.962 -1.299 -0.31 0.39 -0.32
H -1.264 -3.144 -0.190 -0.08 0.13 0.15
H -4.965 -1.037 -1.273 0.20 0.29 0.41
H -4.544 -2.608 -0.500 -0.16 -0.16 -0.23
C 2.101 0.750 2.812 0.43 -0.11 0.09
C 1.368 -0.177 3.782 -0.34 0.15 0.17
C -0.090 -0.176 3.296 0.34 -0.12 -0.42
S -0.456 1.554 2.879 0.91 -1.48 2.24
O -1.140 2.200 3.968 0.33 0.10 -0.80
O -1.096 1.563 1.568 -0.74 0.81 -1.90
C 1.281 2.013 2.717 -0.85 0.68 -0.28
H 2.234 0.269 1.843 -0.10 0.09 -0.04
H 3.078 1.086 3.161 0.10 -0.45 0.06
H 1.460 0.186 4.808 -0.13 0.05 0.00
H 1.732 -1.203 3.774 0.15 0.06 -0.09
H -0.820 -0.621 3.966 -0.13 0.32 0.06
H -0.098 -0.716 2.346 -0.26 0.07 -0.04
H 1.474 2.662 3.571 -0.01 0.20 -0.18
H 1.350 2.532 1.761 0.29 0.19 0.16
Br 4.934 3.692 -1.628 -0.25 -0.09 -0.17
C 3.556 2.618 -2.534 0.72 -1.45 1.56
C 4.140 2.027 -3.802 -1.87 1.61 -0.79
Br 2.596 1.058 -4.653 0.88 0.19 0.28
H 2.637 3.193 -2.527 0.22 0.34 -1.01
H 3.315 1.811 -1.839 0.28 0.02 0.06
H 5.025 1.408 -3.764 -0.20 -0.27 0.47
H 4.316 2.886 -4.448 0.21 -0.36 -0.40
```
Forces are in eV/Å.

Atom charges from the natural (NBO) analysis, given in e for atoms 1 to 6:
1 Ni 1.530
2 Cl -0.669
3 C -0.431
4 C -0.403
5 C -0.661
6 S 2.124